Entry 1:
Density functional theory data (the ωB97M-V functional and the def2-TZVPD basis) for C22H21N4O2SV as an isolated structure.

The geometry in XYZ format:
```
51
Properties=species:S:1:pos:R:3:forces:R:3
V 1.038163 -0.858242 0.499512 -0.4 0.4 0.1
S 1.074699 1.523740 0.185802 0.0 0.1 0.2
O 2.952610 -1.081864 0.291133 -0.3 -0.2 -0.4
O 1.155309 -1.238480 2.218799 0.5 0.0 0.1
N -0.992903 -0.956841 0.053699 0.1 -0.1 0.2
N 1.893288 1.227472 -2.298229 0.1 0.0 0.0
N -0.284961 1.887157 -2.153241 0.4 0.1 -0.1
N -3.149375 -0.829244 0.512542 0.1 0.0 0.2
C 5.257290 -1.254394 0.628934 0.0 0.0 0.2
C 3.555397 -1.145455 2.563506 0.2 0.0 0.2
C -3.909657 2.342993 -2.377015 0.1 0.0 0.0
C -3.590795 -1.718988 -3.049511 0.1 0.0 -0.1
C -4.224440 2.967307 -1.179021 0.1 0.0 0.0
C -2.599461 1.990409 -2.646652 -0.1 0.0 0.2
C -4.045412 -1.404774 -1.788512 0.2 0.0 0.0
C -1.254591 -1.566830 -2.386106 -0.1 0.0 0.0
C 4.359164 -1.084533 4.857728 0.1 0.0 -0.5
C -3.069196 -1.164715 -0.826316 0.0 0.0 -0.2
C -1.904507 -0.718645 0.984353 -0.1 0.1 0.2
C -1.706797 -1.241025 -1.107883 0.0 -0.1 -0.2
C 3.862880 -1.159782 1.153808 0.3 0.0 0.1
C -3.220808 3.245782 -0.265531 0.0 0.0 0.0
C 4.609519 -1.122317 3.497432 -0.2 0.0 0.4
C -1.602859 2.261563 -1.713071 0.0 -0.2 -0.1
C 1.976400 -1.120774 4.427762 0.3 0.0 -0.2
C 2.236693 -1.158675 3.066614 -0.7 0.1 -0.2
C 3.044488 -1.077876 5.311592 -0.1 0.0 0.0
C -1.898940 2.904342 -0.519710 -0.1 -0.1 -0.2
C -2.216042 -1.800272 -3.347349 -0.1 0.0 0.1
C 0.846405 1.571214 -1.536610 -0.5 -0.1 -0.1
H -5.240091 3.265104 -0.974305 -0.1 0.0 0.0
H -4.306359 -1.917793 -3.832918 0.0 0.0 -0.1
H 2.792927 1.137870 -1.848298 -0.1 0.0 -0.1
H 5.175576 -1.060980 5.561143 0.1 0.0 0.0
H 1.882625 1.338790 -3.302878 0.0 0.0 0.0
H -4.677029 2.136433 -3.105858 -0.1 0.0 -0.1
H 5.758696 -2.136400 1.026920 0.0 0.0 0.0
H 5.832938 -0.382444 0.943127 0.0 0.0 0.0
H -5.098050 -1.350959 -1.565051 -0.1 0.0 0.0
H -1.685873 -0.462926 2.010368 0.0 0.0 0.0
H -1.136789 3.174590 0.182490 0.3 0.0 0.2
H 0.956100 -1.136309 4.782975 0.0 0.0 -0.1
H -1.914276 -2.072027 -4.345972 0.0 0.0 -0.1
H -0.245794 1.837701 -3.169028 0.0 0.1 0.2
H 2.845515 -1.040732 6.372567 0.0 0.0 0.1
H 5.239494 -1.304170 -0.455726 0.0 0.0 0.0
H 5.628829 -1.124552 3.149407 0.1 0.0 0.0
H -2.355048 1.499289 -3.577733 0.0 -0.1 -0.1
H -3.990002 -0.725533 1.061865 0.0 0.0 0.0
H -0.199432 -1.659881 -2.621699 0.0 0.0 0.0
H -3.455512 3.766655 0.650129 0.0 0.0 0.1
```
Positions in Å, forces in eV/Å.

## Properties
Kohn-Sham gap (spin up / spin down), eV: 7.387 / 7.631
Maximum force, eV/Å: 0.8
Net charge: +2
2S+1: 3
Expectation value of S²: 2.016

Entry 2:
Density functional theory data (the ωB97M-V functional and the def2-TZVPD basis) for C22H22AsCrN3O3S4 as an isolated structure.

The geometry in XYZ format:
```
56
Properties=species:S:1:pos:R:3:forces:R:3
As -3.631887 -0.273754 1.528909 -0.1 -0.3 0.1
Cr -1.073682 1.157492 1.589342 0.4 0.7 -0.1
S -5.773471 -0.382275 1.323443 -0.3 0.0 -0.1
S -2.987733 -0.628585 -0.761351 0.1 0.2 -0.1
S -3.878902 -2.364118 2.117546 0.1 0.0 0.0
S -1.020198 1.657133 3.708766 0.2 -0.3 0.0
O 1.364475 -0.340275 -1.105371 -0.2 -0.9 -0.3
O 1.474246 0.091482 1.775087 -0.2 -0.4 0.0
O -1.003054 3.992271 -2.339749 0.0 0.0 0.3
N -0.787724 -0.902723 0.733575 -0.6 0.2 0.0
N -0.501249 1.925484 -0.289458 0.3 -0.1 -0.1
N -0.858305 -1.978735 -1.375544 -0.5 -0.2 -0.2
C 2.482290 0.514990 -1.005150 -0.1 0.1 0.0
C 1.577618 -1.641012 -1.443507 -0.3 0.2 0.1
C -1.923824 3.016077 1.115914 0.1 -0.3 0.1
C 0.845250 -3.998930 1.922783 0.1 0.0 0.1
C 0.135987 -1.792203 1.263897 0.8 0.4 0.4
C 1.981446 -3.469935 2.506065 0.1 -0.1 0.0
C 1.295423 -1.256902 1.870390 0.0 0.1 -0.1
C -1.385225 -1.174370 -0.380423 0.0 -0.1 -0.3
C 1.846697 -4.308942 -2.282869 0.1 0.2 0.0
C -1.310200 3.011533 -0.157179 -0.1 0.1 -0.1
C -1.884972 4.203478 -3.407996 -0.1 0.0 0.0
C -0.074922 -3.158924 1.315302 -0.1 -0.1 0.1
C 2.832439 -2.190900 -1.669181 -0.1 -0.1 0.0
C 2.962581 -3.514555 -2.085438 0.1 0.0 0.0
C -2.988602 5.112357 0.597518 0.0 0.1 -0.1
C -2.428004 5.089328 -0.672303 0.0 0.0 0.0
C -2.734586 4.057103 1.488534 -0.1 0.0 0.0
C -1.603550 4.039729 -1.060908 0.1 -0.1 -0.2
C 2.411930 0.679496 2.655139 -0.1 0.0 0.0
C 0.432337 -2.469078 -1.587114 0.5 0.2 0.0
C 0.589409 -3.782391 -2.024262 0.1 0.4 0.1
C 2.205026 -2.095685 2.487536 0.1 -0.1 0.1
H -2.628436 5.896788 -1.367799 0.0 0.1 0.0
H 3.015472 0.555537 -1.963190 0.0 0.1 0.1
H 0.654459 -5.061314 1.952488 0.0 -0.1 0.0
H -3.193858 4.058032 2.471607 0.0 0.0 0.0
H -0.292071 -4.400564 -2.132987 -0.1 0.0 0.0
H -3.626313 5.940496 0.885110 0.0 0.0 0.0
H -1.569734 -2.366732 -1.981968 0.1 0.1 0.1
H 2.243414 1.751937 2.596034 0.0 0.0 -0.1
H 3.088373 -1.674726 2.952882 -0.1 -0.1 0.0
H 1.943171 -5.333690 -2.608870 0.0 -0.1 0.0
H 3.155912 0.170233 -0.216901 0.1 0.1 0.0
H 3.952157 -3.919688 -2.255541 0.0 0.0 0.0
H 2.700405 -4.117622 2.990755 0.0 0.0 0.0
H -0.994349 -3.557019 0.907045 -0.1 0.0 0.0
H -2.205018 5.252106 -3.489130 0.0 -0.1 0.0
H -1.356112 3.935800 -4.324566 0.0 0.0 0.0
H -0.126649 1.767046 -1.221053 -0.2 0.0 0.3
H 2.222663 0.363933 3.682188 0.0 0.0 0.0
H 2.065444 1.490050 -0.744654 0.1 -0.1 0.0
H -2.779713 3.579264 -3.308353 0.0 0.0 0.0
H 3.706337 -1.570781 -1.532102 0.1 -0.1 0.0
H 3.437379 0.417253 2.357059 -0.1 0.1 0.0
```
Positions in Å, forces in eV/Å.

## Properties
Kohn-Sham gap (spin up / spin down), eV: 4.569 / 4.796
Maximum force, eV/Å: 1.0
ΔE to the lowest compared entry with this formula, charge and spin, eV: 3.5095
Net charge: -2
2S+1: 5
Expectation value of S²: 6.414

Entry 3:
Density functional theory data (the ωB97M-V functional and the def2-TZVPD basis) for C22H22B2F9N4O4PS2Sr as an isolated structure.

The geometry in XYZ format:
```
67
Properties=species:S:1:pos:R:3:forces:R:3
Sr -0.732984 -1.659718 1.375224 0.2 -0.5 0.0
S 1.966828 -0.222444 0.408054 0.1 0.0 -0.1
S 4.676625 -1.445521 -0.208421 0.0 0.0 0.0
P 3.274884 -0.637074 -1.257203 -0.2 0.0 0.0
F -2.653586 -4.353752 0.045735 0.0 0.0 0.0
F -1.129741 0.069872 -2.997621 0.0 0.0 0.0
F -0.797616 -4.159228 1.281659 0.0 0.0 0.0
F -2.626069 -5.938269 2.235287 0.0 0.0 0.0
F -2.310307 -4.223461 3.518872 0.0 0.0 0.0
F -0.215516 -1.675968 3.816555 0.1 0.0 -0.1
F -4.156643 -4.418966 2.391046 0.0 0.0 0.0
F -0.657556 -1.258771 -1.133972 0.0 0.0 0.0
F -0.369268 -0.501552 5.818998 0.0 0.0 0.0
O -2.137306 0.571373 -0.998598 0.0 0.0 0.0
O 0.255383 0.651350 3.909469 0.0 0.0 0.0
O 0.334084 0.874051 -1.418722 0.0 0.0 0.0
O -2.025336 -0.199838 4.217364 0.0 0.0 0.1
N -2.158001 0.309674 0.351230 0.0 0.1 0.0
N -2.198606 -0.186507 2.875702 -0.2 0.1 0.1
N 0.284902 0.681282 2.581770 0.0 0.0 0.0
N 0.738269 0.944379 -0.132217 0.0 0.0 0.1
C 4.062813 3.306814 -1.691641 0.0 0.0 0.0
C -3.251166 0.373051 2.426539 -0.1 0.0 0.0
C 3.762691 2.065419 -1.160599 0.0 0.0 -0.1
C 0.841198 -2.090962 -4.179679 0.0 0.0 0.0
C -2.233979 -3.774531 1.218728 0.1 0.0 0.0
C 3.585145 0.969988 -2.007790 0.0 0.0 0.2
C -4.517563 0.973041 0.242679 0.0 0.0 0.0
C 1.045755 -3.458444 -4.060640 0.0 0.0 0.0
C -0.488860 3.023555 0.088786 0.0 0.0 0.0
C 3.748518 1.119259 -3.379462 0.0 0.0 -0.1
C -2.824826 -4.612215 2.337834 0.0 0.0 0.0
C 1.941477 -3.954100 -3.122783 0.0 0.0 0.0
C 0.541200 1.840189 2.082523 0.0 0.0 0.0
C 2.634319 -3.083363 -2.298761 0.0 0.0 0.0
C 1.527705 -1.213573 -3.357830 0.0 0.0 0.0
C 0.771334 3.065431 2.905645 0.0 0.0 0.0
C -3.273263 0.529534 0.939106 -0.1 0.0 -0.1
C 0.315553 1.897915 0.635921 0.0 0.1 0.0
C -4.335929 0.913895 3.299727 0.1 0.0 0.0
C 4.053865 2.367401 -3.905576 0.0 0.0 0.0
C 4.200843 3.460078 -3.066794 0.0 0.0 0.0
C 2.425201 -1.709795 -2.413722 0.0 0.1 0.0
B -0.592705 -0.476443 4.485602 0.0 0.0 0.0
B -0.951950 0.028779 -1.650427 0.0 0.1 0.0
H 0.126410 -1.700626 -4.890758 0.0 0.0 0.0
H -0.665151 2.917568 -0.974460 0.0 0.0 0.0
H 3.685863 1.938405 -0.087225 0.0 0.0 0.0
H -1.439096 3.070820 0.622721 0.0 0.0 0.0
H 1.467050 2.826589 3.708284 0.0 0.0 0.0
H 4.178073 2.480469 -4.974194 0.0 0.0 0.0
H -4.870617 0.087705 3.772343 0.0 0.0 0.0
H 1.336905 -0.153451 -3.435902 0.0 0.0 0.0
H -0.157600 3.387444 3.382450 0.0 0.0 0.0
H 4.201545 4.154129 -1.032913 0.0 0.0 0.0
H -3.895011 1.502274 4.104640 0.0 0.0 0.0
H 2.098867 -5.020029 -3.028905 0.0 0.0 0.0
H -5.376581 0.435881 0.644279 0.0 0.0 0.0
H 3.335011 -3.458761 -1.564397 0.0 0.0 0.0
H 1.171552 3.883453 2.310960 0.0 0.0 0.0
H -4.694069 2.039583 0.401250 0.0 0.0 0.0
H 0.046887 3.953634 0.290166 0.0 0.0 0.0
H 3.646967 0.269981 -4.041671 0.0 0.0 0.0
H 4.435270 4.431309 -3.482186 0.0 0.0 0.0
H -5.046356 1.521860 2.747008 0.0 0.0 0.0
H 0.497459 -4.142908 -4.694675 0.0 0.0 0.0
H -4.433215 0.792830 -0.824427 0.0 0.0 0.0
```
Positions in Å, forces in eV/Å.

## Properties
Kohn-Sham gap, eV: 7.064
Maximum force, eV/Å: 0.5
ΔE to the lowest compared entry with this formula, charge and spin, eV: 0.0000